# 1
Entry from the OMol25 dataset: 2 unconnected molecules or ions with the total composition C2H10N2O2 (ωB97M-V/def2-TZVPD).

Structure (XYZ):
```
16
Properties=species:S:1:pos:R:3
N -1.380 3.127 0.139
C -0.818 1.849 0.252
O -1.314 1.017 -0.785
H -1.334 3.478 -0.800
H -2.446 3.026 0.202
H 0.262 1.606 0.133
H -0.943 1.533 1.380
H -1.666 0.179 -0.461
N 0.669 -1.571 1.178
C 1.051 -1.517 -0.258
O 1.865 -2.756 -0.478
H 0.313 -2.568 1.377
H 1.392 -1.528 1.864
H 0.004 -1.361 -0.763
H 1.565 -0.587 -0.511
H 2.021 -2.738 -1.500
```

Its structure (SMILES) is NCO.NCO. As for the energy above the lowest of the compared OMol25 structures with the same formula, charge and spin: 202.10 kJ/mol. Its LUMO energy is 0.0273 hartree. The value obtained for the orbital gap is 10.541 eV.

Here are the natural (NBO) charges for atoms 1 to 8, given in e: N -0.827; C 0.070; O -0.764; H 0.356; H 0.356; H 0.168; H 0.164; H 0.476

---

# 2
Entry from the OMol25 dataset: a molecular structure, C19H15AsNOPdS5Sb (ωB97M-V/def2-TZVPD).

Structure (XYZ):
```
44
Properties=species:S:1:pos:R:3
Pd -3.049 -1.447 0.907
S -3.029 -4.158 5.279
Sb -2.040 -3.768 3.278
S -1.706 -1.449 2.699
S -3.487 -3.549 1.395
S -0.195 -5.051 2.864
O -0.790 -1.684 -1.010
As 0.151 -0.403 -0.600
C 1.541 -0.884 0.632
C 2.636 -0.067 0.896
C 3.590 -0.476 1.814
C 3.443 -1.699 2.461
C 2.356 -2.515 2.190
C 1.399 -2.112 1.267
C -0.798 1.103 0.126
C -0.435 1.703 1.326
C -1.176 2.773 1.804
C -2.275 3.235 1.091
C -2.649 2.623 -0.095
C -1.912 1.549 -0.577
C 1.024 0.287 -2.187
C 1.500 1.591 -2.266
C 2.119 2.035 -3.426
C 2.256 1.177 -4.509
C 1.770 -0.121 -4.434
C 1.153 -0.567 -3.273
H 2.749 0.887 0.390
H 4.444 0.156 2.029
H 4.182 -2.015 3.188
H 2.205 -3.460 2.698
H 0.545 -2.747 1.063
H 0.397 1.320 1.904
H -0.911 3.229 2.750
H -2.866 4.053 1.483
H -3.536 2.932 -0.633
H -2.240 1.051 -1.484
H 1.369 2.269 -1.430
H 2.484 3.053 -3.489
H 2.733 1.522 -5.419
H 1.864 -0.787 -5.283
H 0.745 -1.569 -3.201
S -5.014 0.043 0.624
C -5.203 0.731 -0.893
N -5.345 1.207 -1.945
```

As for the net charge: -2. Its LUMO energy is 0.1459 hartree. The value obtained for the orbital gap is 5.923 eV.

Here are the natural (NBO) charges for atoms 1 to 8, given in e: Pd 0.501; S -0.881; Sb 1.385; S -0.650; S -0.536; S -0.931; O -1.115; As 1.955

---

# 3
Entry from the OMol25 dataset: a molecular structure, C25H28AsBrN4OPdS (ωB97M-V/def2-TZVPD).

Structure (XYZ):
```
62
Properties=species:S:1:pos:R:3
Pd -0.059 0.706 -0.491
O 2.509 1.132 -1.287
C 3.289 2.089 -1.045
C 4.711 1.884 -0.912
C 5.605 2.908 -0.712
C 5.166 4.237 -0.610
C 3.801 4.468 -0.696
C 2.852 3.460 -0.884
C 1.422 3.831 -0.894
N 0.365 3.127 -1.251
C -0.724 3.954 -1.087
C -0.341 5.168 -0.614
N 1.031 5.082 -0.491
H 5.050 0.857 -0.998
H 6.666 2.685 -0.637
H 5.862 5.055 -0.470
H 3.470 5.501 -0.629
H -1.719 3.596 -1.295
H -0.894 6.046 -0.328
H 1.633 5.775 -0.089
C -4.879 1.303 -0.731
As -2.901 0.841 -0.821
C -3.132 -0.643 0.437
C -3.210 -0.193 -2.483
H -5.511 0.415 -0.859
H -5.103 2.019 -1.527
H -5.107 1.769 0.231
H -4.075 -1.170 0.262
H -3.097 -0.246 1.451
H -2.276 -1.304 0.321
H -3.852 -1.059 -2.295
H -2.264 -0.531 -2.911
H -3.706 0.469 -3.196
N 2.387 -1.638 -0.616
C 1.199 -2.223 -0.948
S 0.012 -1.449 -1.781
N 1.174 -3.545 -0.487
C 0.150 -4.483 -0.492
C 0.503 -5.833 -0.455
C -0.469 -6.825 -0.427
C -1.814 -6.487 -0.440
C -2.163 -5.144 -0.462
C -1.201 -4.141 -0.482
H 2.476 -0.635 -0.855
H 2.713 -1.842 0.319
H 2.091 -3.922 -0.313
H 1.554 -6.104 -0.448
H -0.166 -7.865 -0.399
H -2.576 -7.256 -0.434
H -3.207 -4.856 -0.455
H -1.485 -3.098 -0.492
Br -0.024 0.224 6.379
C -0.111 0.320 4.463
C -0.018 -0.843 3.719
C -0.078 -0.743 2.325
C -0.225 0.460 1.603
C -0.323 1.595 2.451
C -0.266 1.551 3.847
H 0.092 -1.802 4.212
H -0.016 -1.679 1.769
H -0.453 2.575 1.997
H -0.337 2.456 4.441
```

As for the net charge: -2. Its LUMO energy (alpha / beta) is 0.1583 / 0.1583 hartree. The value obtained for the orbital gap (alpha / beta) is 3.481 / 3.480 eV.

Here are the natural (NBO) charges for atoms 1 to 8, given in e: Pd 0.133; O -0.740; C 0.442; C -0.331; C -0.209; C -0.379; C -0.120; C -0.246

---

# 4
Entry from the OMol25 dataset: a molecular structure, C56H56N10ORh (ωB97M-V/def2-TZVPD).

Structure (XYZ):
```
124
Properties=species:S:1:pos:R:3
Rh 1.376 0.997 1.021
C 2.399 2.356 3.634
C 1.006 2.802 4.083
C 0.068 1.628 4.349
C 0.475 3.831 3.106
C 0.613 5.169 3.469
C 0.242 6.191 2.622
C -0.265 5.882 1.370
C -0.422 4.567 0.954
C -0.954 4.289 -0.447
C -1.628 5.493 -1.101
C 0.150 3.757 -1.372
C -0.066 3.527 1.850
N -0.230 2.175 1.390
C -1.422 1.680 1.139
C -1.129 -0.693 0.537
N 0.044 -1.035 0.816
C 0.346 -2.435 0.995
C 0.819 -2.968 2.212
C 1.107 -4.331 2.245
C 0.971 -5.149 1.139
C 0.549 -4.596 -0.050
C 0.236 -3.242 -0.152
C -0.171 -2.738 -1.531
C 0.929 -3.019 -2.556
C -1.483 -3.380 -1.993
C 1.061 -2.228 3.522
C -0.182 -1.567 4.097
C 2.229 -1.250 3.451
C -3.111 -0.840 2.051
C -4.158 -1.853 2.400
C -5.394 -1.508 2.841
C -5.745 -0.170 2.999
C -4.837 0.897 2.682
C -5.261 2.209 2.955
C -4.438 3.281 2.725
C -3.190 3.073 2.155
C -2.742 1.794 1.822
C -3.558 0.658 2.135
H 2.782 1.540 4.247
H 3.106 3.187 3.667
H 2.379 2.004 2.585
H 1.138 3.331 5.030
H 0.055 0.949 3.499
H -0.954 1.969 4.533
H 0.404 1.068 5.224
H 1.021 5.399 4.445
H 0.349 7.223 2.927
H -0.542 6.687 0.705
H -1.731 3.526 -0.345
H -0.909 6.279 -1.339
H -2.407 5.920 -0.468
H -2.088 5.186 -2.042
H 0.937 4.507 -1.476
H -0.236 3.555 -2.376
H 0.606 2.842 -0.990
H 1.454 -4.757 3.178
H 1.200 -6.205 1.206
H 0.452 -5.224 -0.925
H -0.309 -1.655 -1.504
H 1.100 -4.090 -2.672
H 1.878 -2.558 -2.276
H 0.636 -2.633 -3.531
H -1.384 -4.466 -2.041
H -1.744 -3.026 -2.992
H -2.310 -3.156 -1.316
H 1.351 -3.011 4.226
H -0.456 -0.700 3.499
H 0.009 -1.210 5.110
H -1.023 -2.263 4.134
H 2.016 -0.418 2.773
H 3.139 -1.745 3.107
H 2.422 -0.829 4.440
H -3.869 -2.892 2.304
H -6.107 -2.282 3.092
H -6.722 0.095 3.380
H -6.250 2.355 3.370
H -4.763 4.286 2.959
H -2.557 3.922 1.937
C 5.794 -1.848 -1.086
N 4.952 -0.921 -0.342
C 3.670 -1.033 0.021
N 3.239 0.133 0.477
C 4.334 0.941 0.363
N 5.382 0.342 -0.137
C 5.267 -2.084 -2.485
C 5.567 -3.259 -3.163
C 5.034 -3.500 -4.422
C 4.147 -2.598 -4.991
C 3.842 -1.426 -4.310
C 4.434 -1.153 -3.082
C 2.716 -0.567 -4.683
N 2.487 0.649 -4.329
N 1.133 0.871 -4.540
C 0.655 -0.227 -5.009
O 1.607 -1.176 -5.181
C -0.749 -0.647 -5.043
C -1.259 -1.581 -5.937
C -2.556 -2.041 -5.767
C -3.324 -1.607 -4.693
C -2.814 -0.679 -3.794
C -3.629 -0.221 -2.609
N -2.879 -0.249 -1.341
C -2.084 0.757 -0.983
N -1.401 0.654 0.164
C -2.538 -1.122 0.668
N -3.350 -1.051 -0.342
C -1.534 -0.187 -3.993
H 5.876 -2.788 -0.540
H 6.777 -1.380 -1.106
H 3.090 -1.940 -0.055
H 4.335 1.978 0.653
H 6.209 -4.001 -2.702
H 5.279 -4.415 -4.943
H 3.675 -2.816 -5.940
H 4.158 -0.237 -2.574
H -0.647 -1.950 -6.749
H -2.965 -2.763 -6.460
H -4.321 -2.007 -4.549
H -4.494 -0.859 -2.451
H -3.981 0.803 -2.750
H -2.066 1.674 -1.554
H -2.287 -0.960 2.753
H -1.084 0.527 -3.316
```

As for the net charge: +1. Its LUMO energy (alpha / beta) is -0.1328 / -0.1330 hartree. The value obtained for the orbital gap (alpha / beta) is 3.423 / 3.412 eV.

Here are the Löwdin charges for atoms 1 to 8, given in e: Rh 0.684; C -0.038; C -0.349; C -0.056; C -0.134; C -0.021; C -0.044; C -0.023

---

# 5
Entry from the OMol25 dataset: a molecular structure, C38H47AsN3OPtS2 (ωB97M-V/def2-TZVPD).

Structure (XYZ):
```
93
Properties=species:S:1:pos:R:3
Pt 1.657 -0.627 0.128
C 2.335 -4.211 -2.682
C 2.428 -2.851 -2.020
S 0.920 -2.151 -1.496
C 3.603 -2.204 -1.850
C 4.921 -2.768 -2.320
S 3.705 -0.645 -1.079
H 1.321 -4.599 -2.596
H 3.007 -4.932 -2.211
H 2.589 -4.167 -3.745
H 4.796 -3.664 -2.928
H 5.559 -3.016 -1.468
H 5.458 -2.025 -2.914
C -4.577 -3.454 3.455
C -3.410 -2.505 3.369
C -2.743 -2.077 4.507
C -1.654 -1.211 4.440
C -0.993 -0.807 5.740
C -1.213 -0.746 3.192
As 0.406 0.402 3.217
N 1.554 -0.635 2.198
C 2.509 -1.362 2.913
C 2.783 -1.196 4.288
C 3.753 -1.948 4.939
C 4.495 -2.905 4.266
C 4.231 -3.091 2.913
C 3.269 -2.350 2.254
C -0.006 1.886 1.998
C 1.078 2.613 1.484
C 2.515 2.292 1.820
C 0.842 3.704 0.651
C -0.437 4.095 0.296
C -0.680 5.204 -0.694
C -1.498 3.438 0.908
C -1.307 2.378 1.787
C -2.529 1.869 2.520
C -1.886 -1.166 2.037
C -1.521 -0.647 0.677
C -2.964 -2.038 2.142
H -4.860 -3.638 4.491
H -4.334 -4.414 2.996
H -5.447 -3.053 2.931
H -3.073 -2.430 5.480
H -1.520 -1.255 6.583
H -0.991 0.276 5.874
H 0.048 -1.132 5.775
H 2.242 -0.452 4.856
H 3.927 -1.770 5.995
H 5.252 -3.488 4.776
H 4.789 -3.833 2.352
H 3.080 -2.522 1.202
H 2.638 2.014 2.870
H 3.145 3.161 1.621
H 2.892 1.451 1.235
H 1.693 4.251 0.255
H 0.261 5.606 -1.069
H -1.247 6.022 -0.245
H -1.252 4.836 -1.549
H -2.512 3.778 0.714
H -3.293 2.647 2.521
H -2.304 1.621 3.558
H -2.961 0.976 2.068
H -0.466 -0.363 0.674
H -2.111 0.235 0.414
H -1.666 -1.410 -0.089
H -3.468 -2.356 1.233
C -4.384 0.017 -4.228
C -3.444 0.851 -5.088
N -2.140 1.026 -4.461
C -1.176 -0.067 -4.614
C -0.223 0.139 -5.780
C -1.896 2.181 -3.793
O -2.718 3.084 -3.700
C -0.548 2.302 -3.150
C 0.421 3.162 -3.642
C 1.650 3.212 -3.003
C 1.861 2.396 -1.900
N 0.923 1.594 -1.409
C -0.251 1.560 -2.016
H -5.325 -0.162 -4.750
H -4.599 0.542 -3.296
H -3.943 -0.950 -3.979
H -3.867 1.839 -5.248
H -3.291 0.381 -6.064
H -1.760 -0.975 -4.772
H -0.618 -0.223 -3.693
H -0.773 0.301 -6.710
H 0.414 -0.738 -5.900
H 0.421 1.003 -5.604
H 0.210 3.782 -4.505
H 2.442 3.857 -3.360
H 2.822 2.369 -1.399
H -0.989 0.881 -1.595
```

As for the net charge: -1. As for the expectation value of S²: 2.013. As for the energy above the lowest of the compared OMol25 structures with the same formula, charge and spin: 0.00 kJ/mol. Its LUMO energy (alpha / beta) is 0.0926 / 0.0862 hartree. The value obtained for the orbital gap (alpha / beta) is 5.822 / 6.338 eV. As for the spin multiplicity: 3.

Here are the Löwdin charges for atoms 1 to 8, given in e: Pt 0.533; C -0.155; C -0.803; S 0.512; C -0.817; C -0.145; S 0.513; H 0.043